Record 1
C21H24BrCuIN4O3S | ωB97M-V/def2-TZVPD

```
! wB97M-V def2-TZVPD RIJCOSX def2/J DEFGRID3
* xyz 2 2
C -2.5043 -2.8639 5.1369
C -1.1878 -2.0100 4.7846
O -1.4898 -0.5816 4.4895
C -0.9331 -0.3670 3.2074
C -1.9214 -0.2711 1.9986
C -3.5160 -0.3612 2.1623
C -4.0072 1.1709 2.4107
O -3.6120 2.0164 1.5639
Br -5.1124 1.6627 3.9614
C -1.3057 -0.0764 0.5989
C 0.2557 0.0177 0.4329
C 0.7476 0.1814 -1.0978
C 0.5242 -1.2847 -1.7667
C -0.0742 -1.2430 -3.2548
C -1.3909 -0.3233 -3.4258
C -1.2217 0.8390 -4.5316
C -0.5954 2.2026 -3.9437
C 1.0007 2.0796 -4.0211
S 1.9022 3.2679 -2.8797
C 3.5064 2.3673 -2.5860
N 4.5436 2.0714 -3.5431
N 5.5940 1.3740 -3.0361
C 5.2321 1.1860 -1.6595
O 3.9948 1.7908 -1.3741
C 1.2600 -0.0442 1.6613
N 2.6519 0.0990 1.3535
C 3.3892 -0.0090 2.5637
C 2.8100 -0.2067 3.9953
I 4.1640 -0.3216 5.6990
N 1.4136 -0.2994 4.2544
C 0.6355 -0.2354 3.0554
H -2.1677 -3.9511 5.3358
H -3.1811 -2.8704 4.1998
H -3.0328 -2.4029 6.0483
H -0.3851 -2.0379 5.5935
H -0.7174 -2.5046 3.8501
H -4.0203 -0.7817 1.2235
H -3.7746 -1.0371 3.0549
H -2.0089 -0.0089 -0.3190
H 1.8597 0.4541 -1.1197
H 0.0975 1.0005 -1.5511
H 1.5133 -1.8473 -1.6729
H -0.2368 -1.8852 -1.1302
H -0.4115 -2.3221 -3.5031
H 0.7538 -1.0139 -4.0223
H -1.6812 0.1712 -2.4130
H -2.2721 -0.9877 -3.7253
H -0.5555 0.4216 -5.3584
H -2.2650 1.0706 -4.9334
H -1.0040 2.3760 -2.8897
H -0.9607 3.0839 -4.5911
H 1.3989 1.0297 -3.7540
H 1.3233 2.2619 -5.1093
H 5.9340 0.6019 -0.9777
H 4.5344 0.0883 2.4763
Cu -3.4939 -0.7368 -0.9215
*
```

Properties
LUMO (spin up / spin down): -8.94 / -9.72 eV
gap between HOMO and LUMO (spin up / spin down): 4.365 / 3.578 eV
energy: -6168.64245 Eh

These are the Mulliken partial charges, in e, on atoms 1 to 5:
1. C -0.95
2. C -0.39
3. O -0.42
4. C 0.36
5. C 0.62

---

Record 2
C21H24BrN3 | ωB97M-V/def2-TZVPD

```
! wB97M-V def2-TZVPD RIJCOSX def2/J DEFGRID3
* xyz 0 1
C 3.8041 0.1348 0.9799
N 2.8021 -0.8937 1.0756
C 3.2231 -2.2619 1.4773
C 1.9868 -2.9027 2.1505
C 0.8103 -1.9226 1.9861
C 1.5053 -0.5751 1.6788
C 0.6531 0.2558 0.7350
C -0.6752 0.6952 1.3003
N -1.4439 1.4004 0.3033
C -2.4158 0.8826 -0.5558
C -2.8347 -0.5392 -0.7085
C -1.8322 -1.3826 -1.4614
C -1.2964 -0.9804 -2.7037
C -0.3890 -1.7879 -3.4163
C 0.0757 -2.9895 -2.8134
Br 1.3966 -4.0784 -3.7786
C -0.4394 -3.3874 -1.5973
C -1.4134 -2.6309 -0.9330
N -2.9588 1.7834 -1.3610
C -2.3126 2.9416 -0.9785
C -2.5403 4.2239 -1.4925
C -1.8904 5.3440 -0.9308
C -1.0024 5.1374 0.1382
C -0.7767 3.8387 0.6796
C -1.4423 2.7664 0.0759
H 4.6354 -0.1471 0.3074
H 4.1931 0.3298 1.9750
H 3.3507 1.0475 0.5705
H 4.0412 -2.2433 2.2034
H 3.5590 -2.8097 0.6174
H 1.7620 -3.9027 1.7753
H 2.2170 -3.0419 3.2127
H 0.1659 -2.2114 1.1455
H 0.2423 -1.8652 2.8979
H 1.6255 -0.0086 2.6070
H 1.2241 1.1652 0.4821
H 0.5535 -0.2844 -0.1921
H -0.5181 1.2918 2.2027
H -1.2170 -0.2337 1.5998
H -3.7728 -0.5989 -1.3261
H -3.1106 -0.9748 0.2413
H -1.6318 -0.0400 -3.1490
H 0.0074 -1.5134 -4.4094
H -0.1083 -4.2973 -1.1375
H -1.8630 -3.0615 -0.0275
H -3.2047 4.2992 -2.3094
H -2.0753 6.3667 -1.2715
H -0.5729 6.0045 0.6085
H -0.0965 3.6575 1.5264
*
```

Properties
LUMO: 0.69 eV
gap between HOMO and LUMO: 8.860 eV
energy: -3552.90718 Eh
SMILES: CN1CCC[C@@H]1CCn1c(Cc2ccc(Br)cc2)nc2ccccc21

These are the Mulliken partial charges, in e, on atoms 1 to 5:
1. C -1.05
2. N 0.09
3. C -0.75
4. C -0.71
5. C 0.04

---

Record 3
C21H24F17N3O10P | ωB97M-V/def2-TZVPD

```
! wB97M-V def2-TZVPD RIJCOSX def2/J DEFGRID3
* xyz -1 1
C 3.7058 5.2160 4.5060
N 3.1892 3.9605 3.9500
C 3.8593 2.8117 4.5769
C 3.4103 3.8985 2.5372
O 4.3049 4.4774 1.9800
C 2.5018 2.9489 1.7765
N 1.0456 3.1457 1.8921
C 0.4814 2.0429 1.1715
O 0.6164 1.8433 -0.0051
N -0.1719 1.0824 1.9743
C -0.1495 1.2710 3.3787
O 0.7082 0.9475 4.1272
F -1.2895 1.7983 3.8010
C 0.4572 4.4734 1.5260
C 0.5124 5.4462 2.7159
C 0.1785 4.8314 4.0714
O -0.8734 5.6272 4.7041
C -1.9684 4.9192 5.0690
O -2.1113 4.4288 6.1532
P 1.2291 5.3373 0.0721
O 2.1825 6.4243 0.4433
C -1.0729 4.2166 1.1427
O -1.8322 4.1550 2.1162
O -1.2872 4.0896 -0.0646
H 3.0144 6.0338 4.2951
H 4.6975 5.4651 4.1190
H 3.7710 5.1092 5.5919
H 3.4688 1.8763 4.1731
H 4.9487 2.8472 4.4254
H 3.6533 2.8258 5.6480
H 2.8550 2.9171 0.7409
H 2.6925 1.9559 2.2085
H 0.2973 0.1956 1.7949
H -0.2316 6.2242 2.5405
H 1.4927 5.9322 2.7296
H 1.0156 4.8338 4.7649
H -0.1809 3.8105 3.9658
H -2.7430 4.8760 4.2887
H 1.7900 4.3127 -0.7094
H 0.1578 5.7889 -0.6940
C -0.3021 -2.0329 -3.2274
C -0.3458 -2.1246 -1.6982
C 0.4627 -1.0937 -0.9130
F 1.7833 -1.2397 -1.1506
F 0.2504 -1.3109 0.4156
F -0.0280 -3.3750 -1.2936
F -1.6459 -1.8931 -1.3498
O 0.5686 -2.9262 -3.8938
C 1.8636 -2.6244 -4.1682
C 2.8203 -3.6459 -3.5350
F 2.6926 -3.6414 -2.1954
F 4.0927 -3.3038 -3.8469
F 2.1973 -1.3691 -3.8294
F 2.0408 -2.7395 -5.5126
H -1.2938 -2.3409 -3.5480
H -0.1634 -1.0030 -3.5584
H 0.1543 -0.0727 -1.1431
H 2.6045 -4.6435 -3.9217
C -4.5827 -5.3691 -3.0104
C -3.3508 -4.6453 -3.5653
C -3.0912 -4.7140 -5.0741
F -2.8592 -5.9824 -5.4669
F -1.9902 -3.9765 -5.3431
F -2.2426 -5.0201 -2.9003
F -3.5645 -3.3159 -3.3214
O -4.3592 -6.6336 -2.4218
C -4.4133 -7.7946 -3.1298
C -3.0885 -8.5681 -3.0429
F -2.0870 -7.8346 -3.5616
F -3.2061 -9.7073 -3.7636
F -4.7850 -7.6089 -4.4099
F -5.3487 -8.5892 -2.5519
H -4.9150 -4.7414 -2.1853
H -5.3881 -5.3955 -3.7452
H -3.9385 -4.3089 -5.6331
H -2.8670 -8.8117 -2.0025
*
```

Properties
LUMO: 1.71 eV
gap between HOMO and LUMO: 7.386 eV
energy: -3770.46935 Eh

These are the Mulliken partial charges, in e, on atoms 1 to 5:
1. C -1.17
2. N 0.55
3. C -1.10
4. C 0.06
5. O -0.58

---

Record 4
C21H24F3MnN3O4S2Si | ωB97M-V/def2-TZVPD

```
! wB97M-V def2-TZVPD RIJCOSX def2/J DEFGRID3
* xyz -2 6
Mn 0.0119 0.1884 -0.2850
C -1.3158 -6.9375 -4.9485
C -0.7448 -5.6724 -4.3612
C 0.5907 -5.5930 -3.9839
C 1.1010 -4.4297 -3.4226
C 0.2726 -3.3393 -3.2360
C -1.0611 -3.3968 -3.6103
C -1.5626 -4.5593 -4.1697
S 0.9430 -1.7816 -2.6185
O 2.3396 -2.0643 -2.3527
O 0.6380 -0.8316 -3.6565
N 0.0788 -1.4860 -1.3054
C 0.0323 -2.6285 -0.3871
C 0.7436 -2.2996 0.9476
O 1.0352 -3.2182 1.7081
O 0.8928 -1.0453 1.1556
H -0.5358 -7.6789 -5.1215
H -1.8187 -6.7375 -5.8966
H -2.0530 -7.3740 -4.2704
H 1.2403 -6.4489 -4.1312
H 2.1370 -4.3481 -3.1194
H -1.6859 -2.5253 -3.4528
H -2.6040 -4.6109 -4.4695
H 0.4866 -3.5256 -0.8051
H -1.0079 -2.8690 -0.1422
C 2.5884 3.7318 3.4360
Si 0.8892 4.0567 2.6640
C -0.3359 4.3787 4.0778
C 1.0109 5.6548 1.6541
C 0.3606 2.6572 1.6347
C 0.0870 1.7128 0.9119
H 2.9079 4.5433 4.0941
H 3.3383 3.6127 2.6509
H 2.5728 2.8057 4.0148
H -0.0738 5.2718 4.6504
H -0.3656 3.5294 4.7641
H -1.3442 4.5138 3.6795
H 1.2584 6.5188 2.2756
H 0.0641 5.8583 1.1487
H 1.7768 5.5584 0.8815
F -2.5693 1.3390 -1.1934
C -2.1323 0.2921 -0.4049
F -2.9107 0.3980 0.7210
F -2.6430 -0.8304 -1.0359
N 4.4397 2.6742 -5.2134
C 3.1166 3.1149 -5.0315
S 2.4908 4.2186 -6.1638
C 2.4352 2.6380 -3.8913
C 3.0990 1.9166 -2.8550
C 2.3890 1.3878 -1.8155
N 1.0505 1.4995 -1.6881
C 0.4112 2.2306 -2.6324
C 1.0370 2.8137 -3.6946
H 4.7562 2.8690 -6.1491
H 4.5687 1.7010 -4.9623
H 4.1736 1.7946 -2.8753
H 2.8952 0.8545 -1.0184
H -0.6588 2.3311 -2.4918
H 0.4800 3.3919 -4.4177
*
```

Properties
LUMO (spin up / spin down): 4.00 / 4.00 eV
gap between HOMO and LUMO (spin up / spin down): 4.386 / 6.590 eV
energy: -3816.41514 Eh
energy relative to the best compared isomer or geometry (same formula, charge and spin): 4.5 kcal per mole

These are the Mulliken partial charges, in e, on atoms 1 to 5:
1. Mn 0.22
2. C -1.42
3. C 1.14
4. C -0.73
5. C -0.08

---

Record 5
C21H24FN3OS | ωB97M-V/def2-TZVPD

```
! wB97M-V def2-TZVPD RIJCOSX def2/J DEFGRID3
* xyz 0 1
C 3.5972 2.6741 -1.7742
C 2.3791 2.3302 -0.9912
C 1.3764 1.4806 -1.3115
C 0.3450 1.4128 -0.3307
C -0.7993 0.5260 -0.4463
N -2.0159 0.8819 -0.0807
N -2.8093 -0.1718 -0.2907
C -4.1725 -0.1277 -0.0065
C -4.8704 -1.2892 0.3211
C -6.2224 -1.2500 0.6032
C -6.9085 -0.0475 0.5763
C -6.2349 1.1185 0.2590
C -4.8841 1.0748 -0.0315
F -4.2735 2.2226 -0.3652
C -2.1016 -1.2267 -0.7800
C -0.7981 -0.8226 -0.9065
C 0.3708 -1.6382 -1.3525
N 1.5514 -1.3003 -0.5838
C 1.4382 -1.6598 0.8144
C 2.5653 -1.0040 1.6031
C 3.9235 -1.4522 1.0595
O 4.9955 -0.8481 1.7462
C 3.9675 -1.1631 -0.4433
C 2.7808 -1.8153 -1.1452
C 0.5757 2.2352 0.7347
C -0.2497 2.4450 1.9514
S 2.0845 3.0774 0.5545
H 4.4950 2.5764 -1.1643
H 3.6816 2.0158 -2.6359
H 3.5486 3.7048 -2.1271
H 1.3487 0.9241 -2.2294
H -4.3405 -2.2276 0.3676
H -6.7396 -2.1634 0.8535
H -7.9627 -0.0155 0.8013
H -6.7414 2.0700 0.2245
H -2.5650 -2.1587 -1.0318
H 0.1111 -2.7120 -1.2781
H 0.5840 -1.4267 -2.4068
H 0.4760 -1.3037 1.1888
H 1.4765 -2.7578 0.9526
H 2.4833 -1.2589 2.6608
H 2.4810 0.0802 1.4988
H 4.0547 -2.5269 1.2320
H 4.9086 0.1086 1.6581
H 4.9044 -1.5292 -0.8659
H 3.9115 -0.0834 -0.5964
H 2.8088 -1.5706 -2.2104
H 2.8482 -2.9157 -1.0455
H 0.2814 2.1121 2.8443
H -0.4841 3.5015 2.0746
H -1.1807 1.8941 1.8513
*
```

Properties
LUMO: 0.71 eV
gap between HOMO and LUMO: 8.661 eV
energy: -1552.17657 Eh
SMILES: Cc1cc(-c2nn(-c3ccccc3F)cc2CN2CCC(O)CC2)c(C)s1
energy relative to the best compared isomer or geometry (same formula, charge and spin): 42.5 kcal per mole

These are the Mulliken partial charges, in e, on atoms 1 to 5:
1. C -1.45
2. C 0.80
3. C -0.90
4. C 0.21
5. C -0.04

---

Record 6
C21H24FN5O | ωB97M-V/def2-TZVPD

```
! wB97M-V def2-TZVPD RIJCOSX def2/J DEFGRID3
* xyz 0 1
C 1.4531 4.2970 0.7746
C 0.5952 3.2431 0.1473
C 0.1383 3.3840 -1.1556
C -0.6757 2.4120 -1.7141
C -0.9955 1.3154 -0.9353
N -0.5567 1.1578 0.3000
C 0.2131 2.0872 0.8444
C 0.6418 1.8762 2.2820
N 0.5841 0.5371 2.8171
C 1.4706 -0.4047 2.1644
C 1.5933 -1.6525 3.0505
N 0.3209 -2.2597 3.3875
C -0.1703 -3.2640 2.4719
C -0.1618 -2.9539 1.0090
N -1.1631 -2.6616 0.2349
C -0.5965 -2.5927 -1.0054
C -1.4065 -2.3706 -2.2298
C -0.9359 -1.2582 -3.1329
C -1.8701 -0.5587 -3.8899
C -1.4729 0.4458 -4.7546
C -0.1346 0.7781 -4.8748
C 0.7820 0.0757 -4.1149
F 2.0905 0.3911 -4.2200
C 0.4088 -0.9402 -3.2557
N 0.6852 -2.8316 -0.9831
O 0.9822 -3.0729 0.3226
C -0.6204 -1.2668 3.8646
C -0.7405 -0.0443 2.9505
H 1.0088 4.6530 1.7030
H 1.5733 5.1402 0.0985
H 2.4411 3.9001 1.0078
H 0.4136 4.2588 -1.7290
H -1.0524 2.5042 -2.7203
H -1.6359 0.5264 -1.3036
H 0.0111 2.5112 2.9172
H 1.6746 2.2210 2.3983
H 2.4581 0.0511 2.0557
H 1.1069 -0.6686 1.1589
H 2.2290 -2.3966 2.5678
H 2.0590 -1.3505 3.9945
H -1.1957 -3.5147 2.7489
H 0.4613 -4.1543 2.5991
H -2.4352 -2.1907 -1.9128
H -1.3898 -3.3028 -2.8069
H -2.9188 -0.8021 -3.8020
H -2.2109 0.9771 -5.3366
H 0.1994 1.5606 -5.5375
H 1.1541 -1.4740 -2.6880
H -1.5958 -1.7353 4.0030
H -0.2491 -0.9343 4.8402
H -1.4031 0.6928 3.4085
H -1.1623 -0.3409 1.9801
*
```

Properties
LUMO: 0.80 eV
gap between HOMO and LUMO: 8.710 eV
energy: -1263.47930 Eh
SMILES: Cc1cccnc1CN1CCN(Cc2nc(Cc3cccc(F)c3)no2)CC1
energy relative to the best compared isomer or geometry (same formula, charge and spin): 37.9 kcal per mole

These are the Mulliken partial charges, in e, on atoms 1 to 5:
1. C -1.52
2. C 0.99
3. C -0.82
4. C -0.71
5. C -1.00

---

Record 7
C21H24HfN2OP2 | ωB97M-V/def2-TZVPD

```
! wB97M-V def2-TZVPD RIJCOSX def2/J DEFGRID3
* xyz 2 1
C 0.1002 -2.6881 -2.9428
C 0.4835 -1.8535 -1.8997
C -0.1458 -0.5790 -1.7975
C -1.1872 -0.2460 -2.6865
C -1.5334 -1.0888 -3.7441
C -0.9258 -2.3489 -3.8314
C -1.9933 0.9352 -2.3378
C -1.1920 2.0375 -1.7462
C -0.1177 1.6483 -0.9318
C 0.6507 2.6294 -0.2555
C 0.3452 3.9810 -0.4404
C -0.6976 4.3657 -1.3070
C -1.4201 3.3893 -2.0022
H 0.5650 -3.6854 -3.0533
H -2.3240 -0.7755 -4.4557
H -1.2945 -3.0680 -4.5874
H -2.4914 1.3329 -3.2351
H 0.8791 4.7614 0.1291
H -0.9619 5.4298 -1.3989
H -2.1963 3.6920 -2.7246
N 0.0237 0.2554 -0.6740
Hf -0.8309 -0.2717 1.1559
C 1.4032 -2.3579 -0.8310
H 2.2665 -1.7192 -0.6712
H 1.7560 -3.3638 -1.0634
C 1.6562 2.2322 0.7973
H 2.4297 1.5621 0.4163
H 2.1335 3.1007 1.2541
P 0.5048 -2.4831 0.8065
P 0.8182 1.3486 2.1892
C 0.0308 2.7467 3.0524
H -0.5151 2.3573 3.9236
H 0.8019 3.4595 3.3803
H -0.6777 3.2498 2.3783
C 2.1287 0.8139 3.3230
H 2.5746 1.6920 3.8125
H 1.6872 0.1514 4.0782
H 2.8988 0.2639 2.7634
C -0.5323 -3.9619 0.4584
H 0.0883 -4.8565 0.2979
H -1.1940 -4.1247 1.3203
H -1.1456 -3.7803 -0.4337
C 1.7061 -3.1395 2.0218
H 1.2293 -3.1180 3.0124
H 2.0012 -4.1747 1.7872
H 2.5993 -2.5017 2.0494
C -2.8870 0.2741 -1.1876
O -2.4764 0.4242 -0.0283
H -3.8783 0.4848 -1.9031
N -0.5376 -1.3884 4.4484
C -0.6058 -1.0447 3.3140
*
```

Properties
LUMO: -8.34 eV
gap between HOMO and LUMO: 5.841 eV
energy: -1729.51544 Eh
energy relative to the best compared isomer or geometry (same formula, charge and spin): 4.6 kcal per mole

These are the Mulliken partial charges, in e, on atoms 1 to 5:
1. C -0.77
2. C 0.11
3. C 0.17
4. C 1.13
5. C -0.98

---

Record 8
C21H24I2N5ORhS2 | ωB97M-V/def2-TZVPD

```
! wB97M-V def2-TZVPD RIJCOSX def2/J DEFGRID3
* xyz 2 1
Rh 0.6864 1.0355 -0.6663
C -1.2122 -2.2089 4.2457
C -1.9220 -2.5384 2.9423
N -1.0608 -2.3587 1.7463
C -0.4976 -3.5792 1.1464
C 0.8124 -4.0081 1.7907
C -0.7863 -1.1418 1.3110
S 0.3577 -1.0813 -0.0357
N -1.3829 -0.1350 1.9541
C -1.3114 1.1352 1.6441
O -0.6745 1.6486 0.6361
C -2.0245 2.0971 2.4974
C -1.9349 3.4678 2.2453
C -2.6064 4.3632 3.0572
C -3.3705 3.8972 4.1199
C -3.4623 2.5349 4.3771
C -2.7924 1.6350 3.5694
H -1.9113 -2.3347 5.0722
H -0.8606 -1.1788 4.2514
H -0.3651 -2.8703 4.4221
H -2.8046 -1.9164 2.8146
H -2.2350 -3.5800 2.9252
H -0.3763 -3.4182 0.0758
H -1.2530 -4.3540 1.2620
H 1.5737 -3.2329 1.7005
H 1.1801 -4.9077 1.2980
H 0.6758 -4.2372 2.8462
H -1.3362 3.8246 1.4192
H -2.5359 5.4251 2.8657
H -3.8984 4.5995 4.7513
H -4.0570 2.1782 5.2067
H -2.8569 0.5732 3.7587
C 5.5419 -0.2655 -2.1979
N 4.3282 -0.2712 -3.0151
C 4.2466 -0.6476 -4.3429
C 2.9741 -0.5162 -4.7283
N 2.2459 -0.0455 -3.6157
C 3.1202 0.0917 -2.5757
S 2.8821 0.6208 -0.9837
C 0.8547 0.2063 -3.6381
C 0.1696 -0.0105 -4.8334
C -1.1815 0.2300 -4.9166
C -1.8537 0.6915 -3.7933
C -1.1306 0.8808 -2.6495
N 0.2063 0.6464 -2.5522
H 6.3681 -0.5996 -2.8169
H 5.4179 -0.9402 -1.3527
H 5.7371 0.7429 -1.8378
H 5.1096 -0.9777 -4.8941
H 2.5380 -0.7073 -5.6867
H 0.6909 -0.3646 -5.7043
H -1.7020 0.0618 -5.8496
H -2.9133 0.8994 -3.7993
H -1.6090 1.2425 -1.7491
I 1.0396 3.8487 -1.0109
I 1.1616 5.8498 -2.7070
*
```

Properties
LUMO: -7.44 eV
gap between HOMO and LUMO: 6.334 eV
energy: -2665.49345 Eh
energy relative to the best compared isomer or geometry (same formula, charge and spin): 22.8 kcal per mole

These are the Mulliken partial charges, in e, on atoms 1 to 5:
1. Rh 0.27
2. C -1.03
3. C -0.65
4. N 0.05
5. C -0.93

---

The lowest energy belongs to which entry?
C21H24BrCuIN4O3S

---

Which of these has the highest energy?
C21H24FN5O